{
  "formula": "C49H85F12N15O13S4",
  "method": "ωB97M-V with the def2-TZVPD basis set",
  "symbols": ["C", "C", "O", "N", "H", "H", "C", "H", "H", "H", "H", "H", "H", "C", "C", "N", "C", "C", "N", "C", "C", "H", "H", "H", "H", "H", "H", "H", "H", "H", "H", "H", "C", "C", "N", "C", "C", "N", "C", "C", "H", "H", "H", "H", "H", "H", "H", "H", "H", "H", "H", "C", "C", "N", "C", "C", "N", "C", "C", "H", "H", "H", "H", "H", "H", "H", "H", "H", "H", "H", "C", "C", "N", "C", "C", "N", "C", "C", "H", "H", "H", "H", "H", "H", "H", "H", "H", "H", "H", "C", "C", "N", "C", "C", "N", "C", "C", "H", "H", "H", "H", "H", "H", "H", "H", "H", "H", "H", "C", "C", "N", "C", "C", "N", "C", "C", "H", "H", "H", "H", "H", "H", "H", "H", "H", "H", "H", "C", "C", "N", "C", "C", "N", "C", "C", "H", "H", "H", "H", "H", "H", "H", "H", "H", "H", "H", "C", "F", "F", "F", "S", "O", "O", "O", "C", "F", "F", "F", "S", "O", "O", "O", "C", "F", "F", "F", "S", "O", "O", "O", "C", "F", "F", "F", "S", "O", "O", "O"],
  "coordinates": [[-1.72, 3.17, 3.77], [-1.27, 3.56, 5.21], [-1.95, 4.23, 5.90], [0.19, 3.13, 5.57], [0.63, 2.81, 4.72], [0.73, 3.96, 5.77], [0.19, 2.11, 6.71], [-1.36, 3.76, 2.92], [-2.79, 3.27, 3.63], [-1.60, 2.09, 3.75], [1.15, 1.62, 6.56], [-0.44, 1.25, 6.47], [0.02, 2.63, 7.65], [-2.38, -7.05, -2.45], [-1.73, -7.50, -1.12], [-2.56, -7.43, 0.14], [-3.26, -8.45, 0.68], [-3.87, -7.93, 1.85], [-3.67, -6.62, 1.87], [-2.90, -6.24, 0.80], [-4.15, -5.72, 2.87], [-2.96, -6.12, -2.39], [-3.01, -7.82, -2.90], [-1.71, -6.99, -3.31], [-1.01, -6.69, -1.06], [-1.11, -8.40, -1.12], [-3.08, -9.47, 0.37], [-4.38, -8.38, 2.68], [-2.29, -5.36, 0.65], [-4.68, -6.28, 3.65], [-4.83, -5.00, 2.41], [-3.27, -5.30, 3.35], [0.54, 0.81, -2.29], [0.83, -0.58, -1.56], [0.01, -0.72, -0.33], [0.23, -0.02, 0.86], [-0.58, -0.53, 1.86], [-1.43, -1.48, 1.27], [-1.00, -1.58, -0.04], [-2.41, -2.21, 1.91], [1.04, 0.81, -3.26], [0.99, 1.63, -1.71], [-0.54, 0.94, -2.40], [1.90, -0.59, -1.36], [0.52, -1.33, -2.28], [1.10, 0.61, 0.87], [-0.42, -0.33, 2.91], [-1.39, -2.25, -0.79], [-3.03, -1.48, 2.42], [-1.95, -2.78, 2.72], [-3.08, -2.74, 1.24], [4.31, 1.75, -3.85], [4.21, 2.44, -5.23], [5.48, 2.29, -6.03], [6.14, 1.17, -6.48], [7.31, 1.65, -7.09], [7.32, 3.04, -7.10], [6.13, 3.38, -6.51], [8.36, 3.95, -7.59], [4.88, 2.34, -3.13], [4.91, 0.85, -3.98], [3.33, 1.44, -3.48], [3.94, 3.49, -5.12], [3.35, 1.95, -5.68], [5.91, 0.13, -6.28], [8.23, 1.16, -7.38], [5.65, 4.34, -6.64], [8.59, 3.77, -8.64], [9.33, 3.83, -7.11], [8.02, 4.98, -7.57], [2.46, -1.40, 6.61], [2.31, -1.42, 5.09], [3.57, -1.40, 4.50], [4.09, -0.33, 3.82], [5.33, -0.56, 3.34], [5.62, -1.89, 3.70], [4.50, -2.39, 4.38], [6.92, -2.56, 3.53], [3.19, -0.65, 6.93], [2.88, -2.38, 6.89], [1.47, -1.21, 7.02], [1.74, -0.60, 4.65], [1.80, -2.33, 4.78], [3.51, 0.57, 3.65], [5.99, -0.15, 2.59], [4.58, -3.34, 4.88], [6.56, -3.39, 2.93], [7.28, -2.83, 4.52], [7.67, -1.98, 2.98], [-6.79, 0.36, -0.68], [-5.80, -0.72, 0.05], [-5.50, -0.38, 1.40], [-4.78, 0.70, 1.83], [-4.95, 0.81, 3.18], [-5.85, -0.13, 3.71], [-6.10, -0.94, 2.59], [-6.50, -0.27, 4.99], [-7.85, 0.17, -0.49], [-6.77, -0.03, -1.70], [-6.57, 1.42, -0.68], [-4.85, -0.77, -0.50], [-6.15, -1.75, -0.08], [-4.45, 1.49, 1.17], [-4.55, 1.59, 3.82], [-6.82, -1.75, 2.53], [-7.55, -0.45, 4.75], [-6.39, 0.59, 5.65], [-6.20, -1.26, 5.34], [1.91, 5.23, -1.23], [2.06, 4.99, 0.25], [2.33, 6.18, 1.03], [1.44, 7.21, 1.15], [2.13, 8.16, 1.94], [3.40, 7.78, 2.28], [3.54, 6.54, 1.71], [4.49, 8.44, 2.88], [1.66, 4.40, -1.88], [2.78, 5.67, -1.71], [0.98, 5.76, -1.44], [2.81, 4.20, 0.32], [1.20, 4.41, 0.59], [0.57, 7.32, 0.53], [1.84, 9.17, 2.16], [4.45, 5.96, 1.62], [5.36, 7.79, 3.02], [4.27, 8.88, 3.85], [5.01, 9.15, 2.24], [-1.62, 2.56, -5.18], [-2.06, 1.30, -6.11], [-2.46, 0.13, -5.30], [-3.32, 0.04, -4.20], [-3.41, -1.29, -3.90], [-2.79, -2.03, -4.83], [-2.17, -1.15, -5.69], [-2.72, -3.46, -4.86], [-2.38, 3.25, -4.81], [-1.07, 3.22, -5.86], [-0.94, 2.25, -4.39], [-1.21, 1.04, -6.74], [-2.90, 1.41, -6.79], [-3.62, 0.99, -3.79], [-3.95, -1.79, -3.10], [-1.67, -1.46, -6.60], [-3.56, -3.97, -4.40], [-1.73, -3.72, -4.48], [-2.63, -3.78, -5.90], [-2.73, -1.05, 7.30], [-1.67, -0.39, 7.71], [-2.76, -2.18, 7.95], [-3.80, -0.30, 7.65], [-2.49, -1.36, 5.46], [-1.26, -2.11, 5.39], [-3.70, -2.08, 4.94], [-2.34, -0.05, 4.79], [2.47, -3.61, 0.74], [2.08, -2.39, 0.94], [3.43, -3.59, -0.20], [2.88, -4.20, 1.84], [0.90, -4.62, 0.04], [0.61, -3.96, -1.22], [1.29, -6.04, -0.07], [-0.13, -4.53, 1.06], [2.00, -0.88, -5.83], [0.99, -0.03, -6.03], [3.14, -0.36, -6.25], [2.04, -1.18, -4.53], [1.58, -2.41, -6.79], [1.68, -1.97, -8.19], [2.65, -3.40, -6.42], [0.21, -2.84, -6.50], [-1.88, 3.85, -1.34], [-2.21, 5.12, -1.58], [-1.17, 3.51, -2.34], [-1.16, 3.68, -0.21], [-3.62, 2.93, -1.29], [-3.30, 1.53, -1.18], [-4.17, 3.48, -0.05], [-4.28, 3.29, -2.59]],
  "orbital_gap_ev": 5.0,
  "max_force_ev_per_a": 6.614,
  "multiplicity": 1,
  "total_charge": 4
}

***

{
  "formula": "C31H29N3O4PS3SbTeW",
  "method": "ωB97M-V with the def2-TZVPD basis set",
  "symbols": ["W", "O", "N", "C", "C", "C", "C", "C", "S", "H", "H", "H", "H", "S", "C", "S", "C", "C", "N", "C", "N", "C", "C", "O", "P", "O", "Te", "O", "C", "C", "H", "H", "H", "H", "H", "H", "H", "H", "H", "H", "C", "C", "C", "C", "C", "C", "Sb", "C", "C", "C", "C", "C", "C", "C", "C", "C", "C", "C", "C", "H", "H", "H", "H", "H", "H", "H", "H", "H", "H", "H", "H", "H", "H", "H"],
  "coordinates": [[-0.08, 1.51, 1.15], [0.50, 2.98, 2.50], [0.38, 2.72, 3.82], [0.90, 3.66, 4.64], [0.84, 3.50, 6.00], [0.23, 2.35, 6.51], [-0.28, 1.42, 5.65], [-0.20, 1.60, 4.26], [-0.79, 0.45, 3.08], [1.35, 4.49, 4.13], [1.27, 4.26, 6.63], [0.17, 2.19, 7.58], [-0.75, 0.51, 6.00], [-2.38, 2.30, 0.63], [-1.75, 3.31, -0.63], [-0.04, 3.32, -0.68], [-2.57, 4.01, -1.50], [-3.99, 3.94, -1.39], [-5.13, 3.90, -1.29], [-2.03, 4.79, -2.56], [-1.61, 5.42, -3.43], [5.20, 0.03, -1.59], [4.08, 0.66, -0.80], [4.25, 0.29, 0.59], [2.99, 0.30, 1.58], [1.93, 1.17, 0.89], [3.68, 0.87, 3.73], [2.37, -1.18, 1.46], [2.76, -2.29, 2.28], [3.95, -3.00, 1.69], [5.10, 0.29, -2.64], [5.17, -1.06, -1.50], [6.17, 0.38, -1.23], [3.11, 0.32, -1.17], [4.10, 1.75, -0.87], [1.88, -2.93, 2.32], [2.96, -1.93, 3.29], [3.75, -3.34, 0.68], [4.19, -3.88, 2.30], [4.82, -2.34, 1.68], [1.76, -3.32, -3.59], [0.46, -2.96, -3.93], [-0.28, -2.13, -3.11], [0.27, -1.64, -1.92], [1.57, -2.00, -1.58], [2.31, -2.84, -2.41], [-0.90, -0.33, -0.68], [-2.02, 0.48, -2.30], [-3.41, 0.45, -2.33], [-4.10, 1.10, -3.35], [-3.40, 1.78, -4.34], [-2.01, 1.81, -4.31], [-1.32, 1.16, -3.30], [-2.30, -1.77, 0.03], [-2.21, -3.13, -0.29], [-3.11, -4.04, 0.23], [-4.13, -3.61, 1.07], [-4.24, -2.27, 1.39], [-3.32, -1.36, 0.88], [2.33, -3.97, -4.24], [0.02, -3.34, -4.85], [-1.28, -1.85, -3.39], [2.01, -1.65, -0.66], [3.32, -3.11, -2.14], [-3.96, -0.05, -1.55], [-5.18, 1.10, -3.35], [-3.94, 2.31, -5.11], [-1.47, 2.37, -5.06], [-0.24, 1.22, -3.27], [-1.42, -3.48, -0.94], [-3.02, -5.09, -0.03], [-4.84, -4.33, 1.47], [-5.03, -1.93, 2.05], [-3.41, -0.31, 1.15]],
  "s_squared": 0.76,
  "e_above_lowest_ev": 0.468,
  "orbital_gap_ev": [6.2, 6.1],
  "max_force_ev_per_a": 0.572,
  "multiplicity": 2,
  "total_charge": -1
}

***

{
  "formula": "C5H8O",
  "method": "ωB97M-V with the def2-TZVPD basis set",
  "symbols": ["C", "C", "O", "C", "C", "C", "H", "H", "H", "H", "H", "H", "H", "H"],
  "coordinates": [[-1.66, -0.08, -0.58], [-0.66, 0.25, 0.51], [1.48, -2.01, -0.33], [0.21, 1.51, 0.42], [0.76, 0.17, 0.19], [1.72, -0.66, -0.16], [-1.28, 0.23, -1.56], [-1.82, -1.16, -0.62], [-2.63, 0.41, -0.42], [-0.95, -0.05, 1.51], [1.58, -2.46, 0.52], [0.05, 2.16, -0.44], [0.45, 2.03, 1.34], [2.74, -0.34, -0.39]],
  "e_above_lowest_ev": 2.192,
  "orbital_gap_ev": 10.2,
  "smiles": "C[C@@H]1C/C1=C/O",
  "max_force_ev_per_a": 0.482,
  "multiplicity": 1
}

***

{
  "formula": "C13H15F6N2O5PtSb",
  "method": "ωB97M-V with the def2-TZVPD basis set",
  "symbols": ["Pt", "O", "C", "C", "C", "C", "C", "C", "C", "O", "N", "O", "O", "H", "H", "H", "H", "O", "C", "C", "C", "C", "C", "C", "N", "H", "H", "H", "H", "H", "H", "H", "H", "H", "H", "H", "F", "Sb", "F", "F", "F", "F", "F"],
  "coordinates": [[-1.09, -0.85, -1.36], [-1.74, -1.70, 0.29], [-2.10, -1.04, 1.30], [-2.18, 0.36, 1.45], [-2.63, 0.84, 2.71], [-2.76, 2.17, 2.90], [-2.48, 3.10, 1.88], [-2.05, 2.66, 0.66], [-1.88, 1.29, 0.41], [-1.46, 0.97, -0.79], [-3.22, 2.66, 4.22], [-3.42, 1.83, 5.07], [-3.30, 3.86, 4.35], [-2.40, -1.66, 2.14], [-2.86, 0.15, 3.51], [-2.61, 4.15, 2.08], [-1.84, 3.35, -0.14], [0.75, -0.68, -0.14], [1.75, 0.02, -0.42], [2.72, 0.39, 0.65], [3.75, -0.77, 0.66], [4.33, -1.19, -0.71], [3.34, -1.90, -1.66], [2.46, -0.95, -2.49], [2.13, 0.26, -1.69], [2.23, 0.48, 1.62], [3.21, 1.33, 0.40], [3.29, -1.64, 1.12], [4.57, -0.47, 1.31], [5.15, -1.87, -0.51], [4.79, -0.33, -1.21], [2.70, -2.56, -1.07], [3.89, -2.54, -2.35], [1.56, -1.44, -2.83], [2.98, -0.59, -3.37], [2.89, 0.93, -1.73], [-2.85, -1.45, -3.27], [-1.32, -1.98, -4.24], [-1.77, -1.01, -5.74], [-2.00, -3.64, -4.65], [0.42, -2.34, -4.77], [-0.77, -2.63, -2.39], [-0.58, -0.32, -3.31]],
  "s_squared": 0.75,
  "e_above_lowest_ev": 0.000,
  "orbital_gap_ev": [7.9, 6.9],
  "max_force_ev_per_a": 0.396,
  "multiplicity": 2,
  "total_charge": 1
}

***

{
  "formula": "CH3NOS",
  "method": "ωB97M-V with the def2-TZVPD basis set",
  "symbols": ["C", "N", "O", "S", "H", "H", "H"],
  "coordinates": [[0.88, -0.22, 0.27], [-0.33, -0.20, -0.46], [1.11, 1.16, -0.01], [-1.68, 0.26, 0.17], [0.93, -0.70, 1.29], [1.49, -1.00, -0.30], [-2.41, 0.70, -0.96]],
  "e_above_lowest_ev": 5.082,
  "orbital_gap_ev": [7.9, 7.9],
  "max_force_ev_per_a": 4.050,
  "multiplicity": 1
}

***

{
  "formula": "C36H34InN3O7S4",
  "method": "ωB97M-V with the def2-TZVPD basis set",
  "symbols": ["In", "O", "C", "O", "C", "O", "O", "C", "O", "C", "C", "C", "C", "C", "C", "N", "N", "C", "C", "C", "C", "O", "C", "N", "C", "C", "C", "C", "H", "H", "H", "H", "H", "H", "H", "H", "H", "H", "H", "H", "C", "C", "S", "C", "C", "S", "H", "H", "H", "H", "H", "H", "C", "S", "C", "H", "H", "H", "H", "H", "H", "O", "S", "C", "C", "C", "C", "C", "C", "C", "C", "C", "C", "C", "C", "H", "H", "H", "H", "H", "H", "H", "H", "H", "H"],
  "coordinates": [[-11.98, -19.31, 3.60], [-11.47, -16.36, 6.31], [-11.81, -17.13, 5.44], [-11.01, -17.83, 4.71], [-13.39, -17.33, 5.09], [-14.26, -16.72, 5.72], [-13.59, -17.98, 4.00], [-20.37, -27.82, 12.81], [-20.73, -27.53, 11.49], [-19.83, -26.59, 10.99], [-18.65, -26.93, 10.37], [-17.86, -25.97, 9.82], [-18.16, -24.59, 9.95], [-19.33, -24.23, 10.62], [-20.11, -25.25, 11.18], [-17.39, -23.50, 9.42], [-16.43, -23.84, 8.67], [-15.63, -22.84, 8.12], [-14.66, -23.25, 7.21], [-13.77, -22.45, 6.48], [-13.88, -21.09, 6.59], [-13.30, -20.27, 5.88], [-14.80, -20.59, 7.69], [-14.74, -19.29, 7.96], [-15.43, -18.72, 8.88], [-16.43, -19.46, 9.61], [-16.56, -20.76, 9.34], [-15.70, -21.41, 8.39], [-21.17, -28.47, 13.15], [-20.27, -26.94, 13.51], [-19.52, -28.45, 12.92], [-18.43, -28.00, 10.30], [-16.99, -26.18, 9.16], [-19.67, -23.23, 10.72], [-21.14, -25.10, 11.55], [-14.58, -24.34, 7.04], [-13.00, -22.91, 5.81], [-15.33, -17.62, 9.06], [-17.12, -18.91, 10.26], [-17.39, -21.34, 9.68], [-8.99, -22.75, 2.56], [-10.03, -21.62, 2.43], [-11.14, -21.68, 3.77], [-10.09, -20.79, 1.38], [-9.12, -21.05, 0.19], [-11.23, -19.50, 1.12], [-8.15, -22.50, 1.89], [-9.44, -23.67, 2.23], [-8.64, -22.88, 3.57], [-9.49, -20.49, -0.66], [-9.05, -22.10, -0.05], [-8.11, -20.61, 0.40], [-14.15, -21.92, 1.64], [-14.57, -20.24, 2.02], [-15.65, -20.53, 3.40], [-13.66, -22.43, 2.43], [-13.45, -21.83, 0.87], [-14.99, -22.47, 1.27], [-16.66, -20.74, 3.10], [-15.75, -19.59, 3.98], [-15.30, -21.34, 4.00], [-16.39, -13.34, 0.33], [-15.94, -14.64, 0.97], [-14.25, -14.37, 1.54], [-13.43, -15.45, 1.92], [-12.16, -15.27, 2.28], [-11.61, -14.00, 2.32], [-12.36, -12.94, 1.93], [-13.67, -13.09, 1.47], [-16.74, -14.61, 2.65], [-17.93, -13.88, 2.78], [-18.47, -13.85, 4.05], [-17.84, -14.50, 5.12], [-16.66, -15.18, 4.94], [-16.11, -15.24, 3.67], [-13.90, -16.45, 1.84], [-11.62, -16.13, 2.63], [-10.68, -13.81, 2.89], [-12.05, -11.94, 1.91], [-14.39, -12.34, 1.24], [-18.29, -13.37, 1.87], [-19.45, -13.33, 4.23], [-18.42, -14.57, 6.04], [-16.19, -15.79, 5.72], [-15.24, -15.83, 3.54]],
  "e_above_lowest_ev": 2.237,
  "orbital_gap_ev": 5.9,
  "max_force_ev_per_a": 3.703,
  "multiplicity": 1,
  "total_charge": -2
}

***

{
  "formula": "H2OS2",
  "method": "ωB97M-V with the def2-TZVPD basis set",
  "symbols": ["O", "S", "S", "H", "H"],
  "coordinates": [[2.34, 2.35, -1.64], [-1.06, -1.16, 0.92], [0.97, 2.81, -1.87], [-1.24, -2.38, 0.43], [-1.02, -1.62, 2.17]],
  "e_above_lowest_ev": 1.389,
  "orbital_gap_ev": [7.8, 7.8],
  "smiles": "O=S.S",
  "max_force_ev_per_a": 0.699,
  "multiplicity": 1
}

***

What did the third record say?
{
  "formula": "C5H8O",
  "method": "ωB97M-V with the def2-TZVPD basis set",
  "symbols": ["C", "C", "O", "C", "C", "C", "H", "H", "H", "H", "H", "H", "H", "H"],
  "coordinates": [[-1.66, -0.08, -0.58], [-0.66, 0.25, 0.51], [1.48, -2.01, -0.33], [0.21, 1.51, 0.42], [0.76, 0.17, 0.19], [1.72, -0.66, -0.16], [-1.28, 0.23, -1.56], [-1.82, -1.16, -0.62], [-2.63, 0.41, -0.42], [-0.95, -0.05, 1.51], [1.58, -2.46, 0.52], [0.05, 2.16, -0.44], [0.45, 2.03, 1.34], [2.74, -0.34, -0.39]],
  "e_above_lowest_ev": 2.192,
  "orbital_gap_ev": 10.2,
  "smiles": "C[C@@H]1C/C1=C/O",
  "max_force_ev_per_a": 0.482,
  "multiplicity": 1
}